[1]
Below is the molecule C5H3FOS, with properties calculated with wB97M-V/def2-TZVPD.

Properties
Maximum force (eV Å⁻¹): 5.83
Energy (eV): -20830.93780
Relative energy (zero: lowest compared OMol25 entry of this formula, charge and spin) (kJ/mol): 173.29
E_HOMO (eV): -8.19

CARTESIAN COORDINATES (ANGSTROEM)
F: -0.76 -0.62 1.94
C: -0.50 -0.59 0.69
C: -1.07 -1.49 -0.10
C: -0.50 -1.63 -1.33
C: 0.25 -0.59 -1.87
O: 0.65 0.39 -1.14
C: 0.38 0.50 0.16
S: 0.74 1.92 0.67
H: -1.58 -2.22 0.29
H: -0.64 -2.53 -1.90
H: 0.82 -0.57 -2.80

Löwdin population analysis, charges in e, atoms 1 to 8: F 0.14; C -0.28; C 0.01; C -0.04; C -0.11; O -0.05; C -0.81; S 0.82

[2]
Below is the molecule C5H3FOS, with properties calculated with wB97M-V/def2-TZVPD.

Properties
Maximum force (eV Å⁻¹): 5.40
Energy (eV): -20829.25365
Relative energy (zero: lowest compared OMol25 entry of this formula, charge and spin) (kJ/mol): 335.78
E_HOMO (eV): -9.03

CARTESIAN COORDINATES (ANGSTROEM)
C: -0.75 1.13 -0.01
C: -1.44 -1.46 0.06
C: 0.47 0.63 -0.04
C: -0.14 -1.56 -0.01
C: 1.82 1.09 -0.02
O: 2.83 0.46 0.16
F: 0.70 -2.55 -0.11
S: -2.18 0.14 0.08
H: -1.01 2.18 -0.01
H: -2.16 -2.25 0.10
H: 1.85 2.19 -0.20

Löwdin population analysis, charges in e, atoms 1 to 8: C -0.44; C -0.41; C -0.04; C -0.17; C -0.32; O 0.06; F 0.10; S 0.94

[3]
Below is the molecule C5H3FS2, with properties calculated with wB97M-V/def2-TZVPD.

Properties
Maximum force (eV Å⁻¹): 2.81
Energy (eV): -29619.43233
Relative energy (zero: lowest compared OMol25 entry of this formula, charge and spin) (kJ/mol): 89.63
E_HOMO (eV): -8.96

CARTESIAN COORDINATES (ANGSTROEM)
F: 2.20 -1.67 -0.23
C: 1.08 -0.98 0.08
C: -0.15 -1.42 -0.16
C: -1.06 -0.25 0.06
S: -2.67 -0.15 -0.09
C: -0.17 0.80 0.64
S: 1.02 1.72 -0.45
C: 1.27 0.30 0.75
H: -0.46 -2.50 -0.48
H: -0.63 1.46 1.34
H: 1.95 0.28 1.66

Löwdin population analysis, charges in e, atoms 1 to 8: F 0.07; C -0.35; C -0.02; C -0.80; S 0.73; C -0.53; S 0.88; C -0.40

[4]
Below is the molecule C5H3IN2, with properties calculated with wB97M-V/def2-TZVPD.

Properties
Maximum force (eV Å⁻¹): 8.04
Energy (eV): -16306.29616
Relative energy (zero: lowest compared OMol25 entry of this formula, charge and spin) (kJ/mol): 256.28
E_HOMO (alpha / beta) (eV): -7.08 / -9.71
2S+1: 3

CARTESIAN COORDINATES (ANGSTROEM)
C: 0.24 -1.12 1.96
C: 0.35 1.58 -0.23
C: 0.03 0.28 -0.16
C: -0.69 -0.82 0.92
C: 0.87 0.56 -1.32
N: 1.04 -1.31 2.74
N: -1.84 -1.26 0.74
I: 0.06 0.52 -3.30
H: 0.53 2.60 -0.02
H: 1.86 0.25 -1.24
H: -2.44 -1.27 -0.08

Löwdin population analysis, charges in e, atoms 1 to 8: C -0.24; C 0.07; C -0.16; C -0.31; C -0.69; N 0.13; N 0.24; I 0.72

[5]
Below is a structure of composition C5H3LiO3Sr, with properties calculated with wB97M-V/def2-TZVPD.

Properties
Maximum force (eV Å⁻¹): 4.80
Energy (eV): -12407.78010
E_HOMO (alpha / beta) (eV): -9.24 / -8.83
Total charge: +1
2S+1: 2

CARTESIAN COORDINATES (ANGSTROEM)
O: -3.22 -1.50 0.45
C: -3.31 -0.34 0.85
C: -2.29 0.71 0.74
C: -2.60 1.87 1.42
H: -4.22 -0.06 1.41
H: -2.12 2.81 1.17
H: -3.43 1.90 2.13
O: -1.06 -0.31 -1.12
C: -1.11 0.60 -0.09
Li: -1.90 -2.04 -0.76
C: 0.27 1.57 0.02
O: 1.25 1.49 -0.72
Sr: 1.41 -0.06 -2.42

Löwdin population analysis, charges in e, atoms 1 to 8: O -0.06; C -0.19; C -0.27; C 0.11; H 0.14; H 0.08; H 0.07; O -0.43

[6]
Below is the molecule C5H3N, with properties calculated with wB97M-V/def2-TZVPD.

Properties
Maximum force (eV Å⁻¹): 3.38
Energy (eV): -6715.58296
Relative energy (zero: lowest compared OMol25 entry of this formula, charge and spin) (kJ/mol): 495.96
E_HOMO (alpha / beta) (eV): -8.39 / -8.40

CARTESIAN COORDINATES (ANGSTROEM)
C: 0.27 -1.17 -0.38
C: 1.48 -1.32 -0.02
C: 0.15 1.21 -0.36
C: -0.62 -0.08 -0.59
C: 2.03 0.12 0.49
N: 1.39 1.15 -0.04
H: -0.76 0.21 -1.69
H: -1.61 0.04 -0.23
H: 2.86 0.13 1.32

Löwdin population analysis, charges in e, atoms 1 to 8: C -0.06; C -0.01; C -0.04; C -0.26; C -0.02; N 0.00; H 0.16; H 0.10

[7]
Below is a cluster of 2 separate species, C5H3N in total, with properties calculated with wB97M-V/def2-TZVPD.

Properties
Maximum force (eV Å⁻¹): 4.49
Energy (eV): -6716.41396
Relative energy (zero: lowest compared OMol25 entry of this formula, charge and spin) (kJ/mol): 415.78
E_HOMO (alpha / beta) (eV): -10.01 / -10.02

CARTESIAN COORDINATES (ANGSTROEM)
C: -2.72 -0.36 0.63
C: 0.39 -0.10 0.62
C: 1.17 0.44 -0.26
C: 2.00 0.72 -1.20
C: -0.52 -0.49 1.39
N: -3.72 -0.64 0.15
H: 1.48 1.41 -1.88
H: 2.94 0.31 -1.40
H: -1.02 -1.30 1.96

Löwdin population analysis, charges in e, atoms 1 to 8: C -0.23; C -0.10; C -0.03; C 0.08; C 0.11; N -0.06; H 0.10; H 0.07

[8]
Below is a cluster of 2 separate species, C5H3N in total, with properties calculated with wB97M-V/def2-TZVPD.

Properties
Maximum force (eV Å⁻¹): 3.90
Energy (eV): -6716.08274
Relative energy (zero: lowest compared OMol25 entry of this formula, charge and spin) (kJ/mol): 447.74
E_HOMO (eV): -9.58

CARTESIAN COORDINATES (ANGSTROEM)
C: -2.00 -1.40 0.75
C: -0.68 0.79 -0.21
C: 2.60 0.45 -0.64
C: -1.23 -0.42 0.74
C: -0.22 0.71 0.98
N: 2.67 -0.56 -0.13
H: -2.45 -2.33 0.73
H: -0.97 1.41 -1.05
H: 2.28 1.34 -1.18

Löwdin population analysis, charges in e, atoms 1 to 8: C 0.19; C -0.02; C -0.12; C -0.31; C 0.00; N 0.07; H 0.02; H 0.10

[9]
Below is the molecule C5H3N, with properties calculated with wB97M-V/def2-TZVPD.

Properties
Maximum force (eV Å⁻¹): 2.66
Energy (eV): -6718.24429
Relative energy (zero: lowest compared OMol25 entry of this formula, charge and spin) (kJ/mol): 239.18
E_HOMO (eV): -10.11

CARTESIAN COORDINATES (ANGSTROEM)
C: -0.88 -0.28 -0.16
C: 0.16 -1.12 0.09
C: 0.36 2.06 -0.06
C: -0.55 1.17 -0.13
C: 1.49 -0.77 0.01
N: 2.59 -0.47 -0.11
H: -1.97 -0.39 -0.15
H: 0.05 -2.13 0.21
H: -1.25 1.91 0.30

Löwdin population analysis, charges in e, atoms 1 to 8: C -0.05; C -0.10; C 0.18; C -0.28; C -0.25; N 0.19; H 0.12; H 0.09

[10]
Below is a structure of composition C5H3N, with properties calculated with wB97M-V/def2-TZVPD.

Properties
Maximum force (eV Å⁻¹): 3.18
Energy (eV): -6716.80725
Relative energy (zero: lowest compared OMol25 entry of this formula, charge and spin) (kJ/mol): 377.84
E_HOMO (eV): -9.18

CARTESIAN COORDINATES (ANGSTROEM)
C: 0.35 0.65 0.14
C: 1.10 1.28 0.95
C: 2.07 -0.02 0.56
C: -1.04 -0.98 -0.82
C: -0.97 0.12 -0.13
N: 2.41 0.95 1.33
H: -2.05 -1.25 -1.11
H: -0.06 -1.61 -1.10
H: -1.81 0.86 0.17

Löwdin population analysis, charges in e, atoms 1 to 8: C -0.10; C -0.12; C 0.08; C -0.02; C -0.21; N 0.04; H 0.05; H 0.13

[11]
Below is the molecule C5H3N3, with properties calculated with wB97M-V/def2-TZVPD.

Properties
Maximum force (eV Å⁻¹): 6.98
Energy (eV): -9698.41837
Relative energy (zero: lowest compared OMol25 entry of this formula, charge and spin) (kJ/mol): 424.68
E_HOMO (eV): -10.04

CARTESIAN COORDINATES (ANGSTROEM)
C: -3.19 -0.02 0.29
C: -1.97 -0.08 -0.13
C: -0.54 0.00 -0.25
C: 0.08 1.19 -0.17
C: 1.53 1.07 0.03
N: 2.25 -0.09 0.25
N: 1.46 -1.19 0.08
N: 0.15 -1.15 -0.20
H: -4.31 0.04 0.44
H: -0.31 2.17 -0.08
H: 2.16 1.81 0.15

Löwdin population analysis, charges in e, atoms 1 to 8: C 0.14; C -0.05; C -0.37; C 0.02; C -0.05; N 0.05; N -0.02; N 0.07

[12]
Below is the molecule C5H3N3, with properties calculated with wB97M-V/def2-TZVPD.

Properties
Maximum force (eV Å⁻¹): 9.40
Energy (eV): -9699.56995
Relative energy (zero: lowest compared OMol25 entry of this formula, charge and spin) (kJ/mol): 313.57
E_HOMO (eV): -10.12

CARTESIAN COORDINATES (ANGSTROEM)
N: -3.35 0.52 0.33
C: -2.34 -0.02 -0.14
C: -1.12 -0.70 -0.28
C: 0.14 -0.23 -0.06
N: 1.22 -1.23 0.19
C: 2.29 -0.38 0.17
C: 1.96 1.01 0.04
N: 0.68 1.06 -0.24
H: -1.54 -1.81 -0.36
H: 3.25 -0.74 -0.14
H: 2.81 1.96 0.16

Löwdin population analysis, charges in e, atoms 1 to 8: N 0.15; C -0.20; C -0.03; C -0.33; N 0.12; C -0.13; C -0.13; N 0.09

[13]
Below is the ion C5H3N6O2 with charge -1, with properties calculated with wB97M-V/def2-TZVPD.

Properties
Maximum force (eV Å⁻¹): 4.10
Energy (eV): -18266.06047
E_HOMO (eV): -3.96
Total charge: -1

CARTESIAN COORDINATES (ANGSTROEM)
O: 2.50 -2.54 0.67
C: 2.24 -1.65 -0.15
N: 2.64 -0.32 -0.09
C: 2.00 0.73 0.07
C: 0.64 0.95 0.06
N: -0.06 2.01 0.45
C: -1.33 1.80 0.42
N: -1.54 0.52 0.03
C: -0.33 -0.10 -0.27
N: -0.62 -1.35 -0.59
N: -1.95 -1.52 -0.48
N: -2.51 -0.42 -0.14
O: -3.72 -0.24 0.02
H: 1.56 -1.74 -1.14
H: 2.62 1.54 0.28
H: -2.13 2.33 0.86

Löwdin population analysis, charges in e, atoms 1 to 8: O -0.03; C -0.38; N 0.07; C -0.18; C -0.26; N 0.08; C -0.16; N 0.06

[14]
Below is a structure of composition C5H3NO, with properties calculated with wB97M-V/def2-TZVPD.

Properties
Maximum force (eV Å⁻¹): 13.18
Energy (eV): -8763.37907
Relative energy (zero: lowest compared OMol25 entry of this formula, charge and spin) (kJ/mol): 639.44
E_HOMO (eV): -10.56

CARTESIAN COORDINATES (ANGSTROEM)
C: -2.19 0.12 0.14
C: -1.08 -0.23 0.00
C: 0.23 -0.87 -0.33
C: 1.33 -0.01 -0.12
C: 0.91 1.35 0.00
H: -3.33 -0.20 0.84
H: 0.33 -1.69 -1.18
H: 2.49 0.11 -0.48
N: 0.19 2.39 0.25
O: 1.13 -0.95 0.88

Löwdin population analysis, charges in e, atoms 1 to 8: C 0.05; C -0.15; C -0.18; C -0.41; C -0.12; H 0.19; H 0.19; H 0.21

[15]
Below is the molecule C5H3NO, with properties calculated with wB97M-V/def2-TZVPD.

Properties
Maximum force (eV Å⁻¹): 2.50
Energy (eV): -8769.22496
Relative energy (zero: lowest compared OMol25 entry of this formula, charge and spin) (kJ/mol): 75.40
E_HOMO (eV): -9.70

CARTESIAN COORDINATES (ANGSTROEM)
N: 3.14 0.00 -0.33
C: 2.01 -0.13 -0.11
C: 0.59 -0.10 0.08
C: -0.50 -0.98 -0.24
C: -1.61 -0.21 -0.18
O: -1.33 1.06 0.22
C: 0.11 1.11 0.41
H: -0.46 -2.03 -0.48
H: -2.62 -0.54 -0.45
H: 0.67 1.80 1.08

Löwdin population analysis, charges in e, atoms 1 to 8: N 0.15; C -0.18; C -0.25; C -0.02; C -0.11; O 0.00; C 0.01; H 0.11

[16]
Below is a structure of composition C5H3NO, with properties calculated with wB97M-V/def2-TZVPD.

Properties
Maximum force (eV Å⁻¹): 3.54
Energy (eV): -8766.05925
Relative energy (zero: lowest compared OMol25 entry of this formula, charge and spin) (kJ/mol): 380.84
E_HOMO (eV): -10.26

CARTESIAN COORDINATES (ANGSTROEM)
O: -2.05 -0.33 0.48
C: -1.05 0.30 0.16
C: 0.11 -0.66 -0.30
C: 1.51 -0.44 0.01
C: 2.68 -0.27 0.26
C: -1.91 1.52 0.13
N: -2.73 2.35 0.08
H: -0.03 -0.72 -1.39
H: -0.24 -1.64 0.09
H: 3.71 -0.10 0.48

Löwdin population analysis, charges in e, atoms 1 to 8: O 0.08; C -0.21; C -0.11; C -0.14; C 0.12; C -0.19; N 0.15; H 0.13